# 1
Here is C37H57N6OReSi2Te as an isolated structure in a non-equilibrium geometry from the Open Molecules 2025 dataset. Energies are from the ωB97M-V functional and the def2-TZVPD basis.

Positions of all 105 atoms, in Å:
Re  -0.371  1.319  -0.684
C  -0.851  0.824  -4.608
Si  -1.512  -0.420  -3.337
C  -0.168  -1.592  -2.671
C  -2.815  -1.432  -4.239
C  -2.165  0.620  -1.848
C  -2.456  2.024  -2.207
C  -3.398  2.629  -3.027
C  -3.425  4.012  -3.094
C  -2.518  4.768  -2.351
C  -1.585  4.117  -1.576
N  -1.557  2.778  -1.530
Si  -3.699  -0.159  -0.981
C  -4.124  0.655  0.669
C  -5.202  0.017  -2.100
C  -3.296  -1.984  -0.714
H  -1.631  1.057  -5.335
H  -0.004  0.423  -5.169
H  -0.555  1.769  -4.146
H  0.658  -1.711  -3.376
H  -0.590  -2.587  -2.511
H  0.253  -1.258  -1.719
H  -2.329  -2.039  -5.007
H  -3.532  -0.787  -4.750
H  -3.373  -2.111  -3.595
H  -4.094  2.023  -3.591
H  -4.155  4.518  -3.713
H  -2.540  5.848  -2.382
H  -0.865  4.663  -0.981
H  -3.983  1.738  0.634
H  -3.513  0.259  1.478
H  -5.168  0.462  0.926
H  -5.645  1.013  -2.023
H  -5.969  -0.697  -1.792
H  -4.980  -0.177  -3.150
H  -2.260  -2.100  -0.403
H  -3.443  -2.573  -1.618
H  -3.945  -2.407  0.055
C  4.872  4.230  -2.196
C  4.690  3.755  -3.637
C  3.696  4.634  -4.390
C  4.297  2.268  -3.703
N  3.142  1.950  -2.872
C  1.842  1.994  -3.189
N  1.170  1.650  -2.111
N  2.091  1.398  -1.152
N  3.268  1.577  -1.597
H  5.296  5.232  -2.190
H  5.545  3.576  -1.640
H  3.916  4.274  -1.668
H  5.656  3.809  -4.144
H  2.707  4.616  -3.924
H  3.601  4.327  -5.433
H  4.042  5.667  -4.381
H  5.117  1.646  -3.349
H  4.056  1.992  -4.728
H  1.448  2.245  -4.158
C  -1.459  2.780  2.659
C  -1.080  1.382  2.297
O  -0.959  0.518  3.316
N  -0.896  0.925  1.120
Te  -0.687  -1.245  2.376
C  -0.614  -2.340  4.192
C  -1.856  -2.929  4.513
C  -3.157  -2.511  3.865
C  -1.890  -3.916  5.483
C  -0.735  -4.344  6.133
C  -0.795  -5.433  7.161
C  0.463  -3.708  5.834
C  0.551  -2.704  4.881
C  1.874  -2.019  4.665
C  1.319  -1.295  1.680
C  2.265  -0.273  1.767
C  2.047  1.015  2.515
C  3.496  -0.474  1.149
C  3.805  -1.640  0.465
C  5.151  -1.825  -0.173
C  2.842  -2.644  0.405
C  1.603  -2.499  1.005
C  0.616  -3.639  0.955
H  -1.420  2.921  3.736
H  -2.477  2.975  2.318
H  -0.793  3.487  2.167
H  -3.202  -1.433  3.698
H  -3.993  -2.773  4.510
H  -3.303  -3.029  2.915
H  -2.842  -4.365  5.742
H  -1.642  -6.093  6.984
H  -0.912  -5.000  8.157
H  0.123  -6.020  7.163
H  1.363  -3.993  6.369
H  2.374  -1.882  5.623
H  1.739  -1.041  4.213
H  2.535  -2.614  4.031
H  1.329  0.903  3.324
H  1.693  1.802  1.843
H  2.986  1.360  2.945
H  4.241  0.309  1.226
H  5.796  -0.970  0.019
H  5.055  -1.953  -1.253
H  5.639  -2.718  0.218
H  3.067  -3.574  -0.106
H  1.073  -4.523  0.515
H  -0.255  -3.387  0.345
H  0.273  -3.916  1.958

Calculated values
Spin multiplicity: 3
Kohn-Sham gap (alpha / beta) in eV: 7.49 / 7.05
Molar mass in g/mol: 971.88
Energy above the lowest of the compared OMol25 structures with the same formula, charge and spin in eV: 1.814
HOMO energy (alpha / beta) in eV: -12.798 / -12.753
Electronic energy in a.u.: -2772.617786
Charge: +2

Results of the Mulliken charge analysis, in e, for atoms 1 through 99: atom 1 (Re): -0.32, atom 2 (C): -1.15, atom 3 (Si): 0.70, atom 4 (C): -0.63, atom 5 (C): -1.32, atom 6 (C): 1.94, atom 7 (C): -1.86, atom 8 (C): -0.62, atom 9 (C): -0.69, atom 10 (C): -0.89, atom 11 (C): -0.28, atom 12 (N): -0.12, atom 13 (Si): 0.34, atom 14 (C): -0.66, atom 15 (C): -1.28, atom 16 (C): -0.33, atom 17 (H): 0.39, atom 18 (H): 0.52, atom 19 (H): 0.07, atom 20 (H): 0.53, atom 21 (H): 0.37, atom 22 (H): -0.16, atom 23 (H): 0.38, atom 24 (H): 0.36, atom 25 (H): 0.32, atom 26 (H): 0.64, atom 27 (H): 0.51, atom 28 (H): 0.48, atom 29 (H): 0.56, atom 30 (H): 0.20, atom 31 (H): -0.14, atom 32 (H): 0.56, atom 33 (H): 0.36, atom 34 (H): 0.41, atom 35 (H): 0.29, atom 36 (H): -0.39, atom 37 (H): 0.33, atom 38 (H): 0.40, atom 39 (C): -1.42, atom 40 (C): 0.73, atom 41 (C): -1.33, atom 42 (C): -1.27, atom 43 (N): 0.56, atom 44 (C): -0.63, atom 45 (N): 0.31, atom 46 (N): 0.35, atom 47 (N): -0.96, atom 48 (H): 0.45, atom 49 (H): 0.36, atom 50 (H): 0.23, atom 51 (H): 0.36, atom 52 (H): 0.22, atom 53 (H): 0.38, atom 54 (H): 0.41, atom 55 (H): 0.37, atom 56 (H): 0.47, atom 57 (H): 0.69, atom 58 (C): -1.49, atom 59 (C): 0.91, atom 60 (O): -0.62, atom 61 (N): 1.05, atom 62 (Te): 1.16, atom 63 (C): 0.50, atom 64 (C): 0.47, atom 65 (C): -1.91, atom 66 (C): -0.90, atom 67 (C): 0.53, atom 68 (C): -1.65, atom 69 (C): -0.75, atom 70 (C): 1.05, atom 71 (C): -1.46, atom 72 (C): 1.58, atom 73 (C): 0.72, atom 74 (C): -1.98, atom 75 (C): -0.85, atom 76 (C): 0.60, atom 77 (C): -1.71, atom 78 (C): -1.29, atom 79 (C): 0.52, atom 80 (C): -1.81, atom 81 (H): 0.43, atom 82 (H): 0.25, atom 83 (H): 0.27, atom 84 (H): 0.26, atom 85 (H): 0.51, atom 86 (H): 0.38, atom 87 (H): 0.45, atom 88 (H): 0.41, atom 89 (H): 0.32, atom 90 (H): 0.40, atom 91 (H): 0.49, atom 92 (H): 0.57, atom 93 (H): -0.02, atom 94 (H): 0.31, atom 95 (H): 0.30, atom 96 (H): 0.12, atom 97 (H): 0.63, atom 98 (H): 0.34, atom 99 (H): 0.39



# 2
Here is a 3-piece molecular cluster, CH8NO3 overall in a non-equilibrium geometry from the Open Molecules 2025 dataset. Energies are from the ωB97M-V functional and the def2-TZVPD basis.

Positions of all 13 atoms, in Å:
N  0.898  1.091  1.723
C  -0.172  1.246  0.780
O  -0.036  0.440  -0.387
H  0.826  0.286  2.300
H  1.701  0.897  1.120
H  -1.082  1.075  1.323
H  -0.206  2.372  0.544
H  0.728  -0.750  -1.089
H  1.112  -2.320  -1.015
O  1.381  -1.537  -1.425
H  -1.287  -0.297  -1.061
H  -1.678  -1.646  -1.478
O  -2.186  -0.857  -1.335

Calculated values
Kohn-Sham gap in eV: 8.44
Molar mass in g/mol: 82.08
Energy above the lowest of the compared OMol25 structures with the same formula, charge and spin in eV: 0.661
HOMO energy in eV: -4.106
Electronic energy in a.u.: -323.387099
Charge: -1

Charge distribution, Mulliken scheme, values in e: atom 1 (N): -0.68, atom 2 (C): -0.36, atom 3 (O): -0.92, atom 4 (H): 0.24, atom 5 (H): 0.27, atom 6 (H): 0.31, atom 7 (H): 0.17, atom 8 (H): 0.46, atom 9 (H): 0.25, atom 10 (O): -0.72, atom 11 (H): 0.47, atom 12 (H): 0.25, atom 13 (O): -0.74



# 3
Here is C30H38IrN8O3PS2 as an isolated structure in a non-equilibrium geometry from the Open Molecules 2025 dataset. Energies are from the ωB97M-V functional and the def2-TZVPD basis.

Positions of all 83 atoms, in Å:
Ir  0.929  -0.227  -0.126
S  1.236  -0.501  2.155
C  -0.093  -1.615  2.357
N  -0.680  -1.850  3.521
N  -0.149  -1.319  4.580
C  -0.921  -0.929  5.685
C  -0.254  -0.446  6.808
C  -0.991  0.006  7.888
C  -2.379  -0.036  7.849
C  -3.033  -0.536  6.728
C  -2.311  -0.986  5.637
N  -0.558  -2.283  1.307
N  -0.109  -2.003  0.141
C  -0.673  -2.776  -0.920
C  -0.134  -2.704  -2.198
C  -0.701  -3.426  -3.236
C  -1.801  -4.236  -3.001
C  -2.310  -4.343  -1.712
C  -1.752  -3.626  -0.669
H  0.863  -1.256  4.664
H  0.829  -0.421  6.828
H  -0.482  0.382  8.764
H  -2.951  0.316  8.696
H  -4.113  -0.583  6.713
H  -2.796  -1.392  4.761
H  0.738  -2.098  -2.369
H  -0.273  -3.367  -4.229
H  -2.252  -4.791  -3.812
H  -3.150  -4.996  -1.517
H  -2.142  -3.704  0.334
C  -0.245  4.452  -0.598
C  -0.364  3.038  -1.111
O  -1.228  2.295  -0.221
P  -1.084  0.793  0.257
O  -2.156  -0.085  -0.477
C  -3.598  0.158  -0.436
C  -4.015  1.115  -1.529
O  -1.662  0.881  1.719
C  -1.187  1.862  2.686
C  -2.232  2.933  2.886
H  0.289  5.060  -1.328
H  0.294  4.482  0.350
H  -1.233  4.885  -0.451
H  0.613  2.554  -1.162
H  -0.810  3.016  -2.106
H  -3.859  0.526  0.555
H  -4.039  -0.826  -0.578
H  -3.689  2.131  -1.312
H  -5.100  1.112  -1.622
H  -3.590  0.801  -2.483
H  -0.237  2.282  2.352
H  -1.012  1.309  3.607
H  -2.437  3.455  1.953
H  -1.875  3.654  3.621
H  -3.160  2.495  3.253
C  5.819  2.259  -0.886
C  5.573  1.415  0.371
C  4.701  0.239  0.078
N  3.440  0.290  -0.169
N  2.878  -0.928  -0.410
C  3.708  -1.936  -0.352
N  3.355  -3.211  -0.553
S  5.314  -1.398  -0.003
H  6.417  3.131  -0.631
H  4.874  2.601  -1.307
H  6.353  1.687  -1.644
H  5.079  2.017  1.134
H  6.521  1.067  0.781
H  2.381  -3.437  -0.681
H  4.007  -3.961  -0.409
N  0.815  0.230  -2.142
C  0.815  0.267  -3.290
C  0.786  0.252  -4.714
C  -0.451  0.317  -5.363
C  -0.495  0.165  -6.736
C  0.679  -0.043  -7.450
C  1.909  -0.076  -6.802
C  1.972  0.074  -5.430
H  -1.354  0.482  -4.791
H  -1.445  0.208  -7.251
H  0.636  -0.176  -8.523
H  2.818  -0.223  -7.368
H  2.922  0.055  -4.912

Calculated values
Kohn-Sham gap (alpha / beta) in eV: 5.65 / 5.93
Molar mass in g/mol: 846.01
Energy above the lowest of the compared OMol25 structures with the same formula, charge and spin in eV: 0.709
HOMO energy (alpha / beta) in eV: -12.360 / -12.526
Electronic energy in a.u.: -3071.364625
Charge: +2

Charge distribution, Mulliken scheme, values in e: atom 1 (Ir): 2.21, atom 2 (S): -0.45, atom 3 (C): 0.27, atom 4 (N): -0.65, atom 5 (N): 0.31, atom 6 (C): 0.55, atom 7 (C): -0.60, atom 8 (C): -0.64, atom 9 (C): -0.50, atom 10 (C): -0.70, atom 11 (C): 0.06, atom 12 (N): -0.53, atom 13 (N): 0.22, atom 14 (C): -0.09, atom 15 (C): 0.03, atom 16 (C): -1.10, atom 17 (C): -0.58, atom 18 (C): -0.80, atom 19 (C): -0.21, atom 20 (H): 0.34, atom 21 (H): 0.36, atom 22 (H): 0.39, atom 23 (H): 0.41, atom 24 (H): 0.40, atom 25 (H): 0.46, atom 26 (H): 0.65, atom 27 (H): 0.47, atom 28 (H): 0.45, atom 29 (H): 0.42, atom 30 (H): 0.50, atom 31 (C): -1.42, atom 32 (C): 0.08, atom 33 (O): 0.04, atom 34 (P): -0.01, atom 35 (O): 0.02, atom 36 (C): -0.32, atom 37 (C): -0.97, atom 38 (O): -0.16, atom 39 (C): 0.02, atom 40 (C): -1.39, atom 41 (H): 0.44, atom 42 (H): 0.32, atom 43 (H): 0.34, atom 44 (H): 0.08, atom 45 (H): 0.23, atom 46 (H): 0.24, atom 47 (H): 0.40, atom 48 (H): 0.19, atom 49 (H): 0.46, atom 50 (H): 0.17, atom 51 (H): 0.33, atom 52 (H): 0.15, atom 53 (H): 0.27, atom 54 (H): 0.45, atom 55 (H): 0.33, atom 56 (C): -1.06, atom 57 (C): -0.50, atom 58 (C): 0.26, atom 59 (N): -0.78, atom 60 (N): 0.61, atom 61 (C): 0.13, atom 62 (N): -0.32, atom 63 (S): -0.14, atom 64 (H): 0.36, atom 65 (H): 0.28, atom 66 (H): 0.33, atom 67 (H): 0.25, atom 68 (H): 0.40, atom 69 (H): 0.16, atom 70 (H): 0.22, atom 71 (N): -0.67, atom 72 (C): 0.30, atom 73 (C): 0.27, atom 74 (C): -0.30, atom 75 (C): -0.78, atom 76 (C): -0.37, atom 77 (C): -0.70, atom 78 (C): -0.39, atom 79 (H): 0.61, atom 80 (H): 0.44, atom 81 (H): 0.43, atom 82 (H): 0.42, atom 83 (H): 0.52



# 4
Here is a 2-piece molecular cluster, C5H9NO overall in a non-equilibrium geometry from the Open Molecules 2025 dataset. Energies are from the ωB97M-V functional and the def2-TZVPD basis.

Positions of all 16 atoms, in Å:
C  -2.553  1.118  0.304
O  -1.588  0.228  -0.206
C  -0.447  0.167  0.602
C  0.518  -0.808  -0.072
C  2.464  -0.057  -2.108
C  1.727  -1.011  0.732
N  2.693  -1.144  1.355
H  -3.401  1.102  -0.384
H  -2.158  2.143  0.369
H  -2.893  0.809  1.304
H  -0.696  -0.188  1.616
H  0.024  1.158  0.703
H  0.017  -1.769  -0.225
H  2.923  -1.062  -1.977
H  0.773  -0.415  -1.080
H  2.996  0.532  -1.329

Calculated values
Kohn-Sham gap (alpha / beta) in eV: 8.68 / 8.77
Molar mass in g/mol: 99.13
Energy above the lowest of the compared OMol25 structures with the same formula, charge and spin in eV: 6.322
HOMO energy (alpha / beta) in eV: -9.758 / -9.870
Electronic energy in a.u.: -325.705220

Charge distribution, Mulliken scheme, values in e: atom 1 (C): -0.72, atom 2 (O): -0.30, atom 3 (C): -0.58, atom 4 (C): -0.08, atom 5 (C): -0.52, atom 6 (C): 0.22, atom 7 (N): -0.41, atom 8 (H): 0.25, atom 9 (H): 0.30, atom 10 (H): 0.30, atom 11 (H): 0.37, atom 12 (H): 0.33, atom 13 (H): 0.29, atom 14 (H): 0.24, atom 15 (H): 0.08, atom 16 (H): 0.24



# 5
Here is C3H2ClNOS as an isolated structure in a non-equilibrium geometry from the Open Molecules 2025 dataset. Energies are from the ωB97M-V functional and the def2-TZVPD basis.

Positions of all 9 atoms, in Å:
C  0.595  -0.290  -0.001
C  -0.161  1.612  -0.018
C  -0.734  -0.403  0.182
H  0.861  -2.373  0.296
H  -0.208  2.674  -0.399
N  0.968  0.930  -0.168
O  -1.214  0.826  0.194
S  1.918  -1.441  0.008
Cl  -2.026  -1.534  -0.095

Calculated values
Kohn-Sham gap in eV: 9.22
Molar mass in g/mol: 135.57
Energy above the lowest of the compared OMol25 structures with the same formula, charge and spin in eV: 1.288
HOMO energy in eV: -8.701
Electronic energy in a.u.: -1103.831205

Charge distribution, Mulliken scheme, values in e: atom 1 (C): 0.39, atom 2 (C): 0.03, atom 3 (C): 0.29, atom 4 (H): 0.13, atom 5 (H): 0.33, atom 6 (N): -0.51, atom 7 (O): -0.27, atom 8 (S): -0.24, atom 9 (Cl): -0.15



# 6
Here is a 4-piece molecular cluster, C3H15NO3 overall in a non-equilibrium geometry from the Open Molecules 2025 dataset. Energies are from the ωB97M-V functional and the def2-TZVPD basis.

Positions of all 22 atoms, in Å:
C  -0.694  -0.084  2.574
C  -0.249  -0.840  1.304
C  0.823  -1.875  1.650
N  0.170  0.000  0.175
H  -1.347  -0.693  3.196
H  -1.189  0.829  2.243
H  0.183  0.212  3.157
H  -1.123  -1.454  1.054
H  1.162  -2.398  0.754
H  0.448  -2.596  2.372
H  1.694  -1.393  2.096
H  -0.671  0.470  -0.141
H  0.749  0.731  0.583
H  -0.248  -0.319  -2.312
H  -1.675  -0.148  -2.679
O  -0.907  0.386  -2.442
H  1.322  -0.868  -0.913
H  1.943  -0.674  -2.317
O  1.628  -1.358  -1.716
H  -1.438  3.783  -2.960
H  0.107  3.898  -2.723
O  -0.688  4.390  -2.953

Calculated values
Kohn-Sham gap in eV: 10.72
Molar mass in g/mol: 113.16
Energy above the lowest of the compared OMol25 structures with the same formula, charge and spin in eV: 0.558
HOMO energy in eV: -10.185
Electronic energy in a.u.: -403.766742
SMILES: CC(C)N.O.O.O

Charge distribution, Mulliken scheme, values in e: atom 1 (C): -1.34, atom 2 (C): 0.51, atom 3 (C): -1.53, atom 4 (N): -0.62, atom 5 (H): 0.38, atom 6 (H): 0.37, atom 7 (H): 0.32, atom 8 (H): 0.23, atom 9 (H): 0.37, atom 10 (H): 0.40, atom 11 (H): 0.34, atom 12 (H): 0.32, atom 13 (H): 0.23, atom 14 (H): 0.32, atom 15 (H): 0.31, atom 16 (O): -0.65, atom 17 (H): 0.45, atom 18 (H): 0.31, atom 19 (O): -0.74, atom 20 (H): 0.32, atom 21 (H): 0.32, atom 22 (O): -0.64